# 1
{"formula": "C25H22NO6S2", "method": "wB97M-V/def2-TZVPD", "molar_mass_g_mol": 496.586, "e_tot_ev": -61725.60090, "spin_multiplicity": 1, "gap_ev": 7.207, "total_charge": -1, "de_lowest_ev": 1.3404, "symbols": ["C", "C", "O", "C", "C", "C", "N", "O", "H", "H", "H", "H", "H", "H", "C", "C", "C", "C", "S", "C", "C", "C", "C", "C", "C", "C", "C", "S", "C", "C", "C", "C", "C", "C", "O", "O", "O", "O", "C", "C", "H", "H", "H", "H", "H", "H", "H", "H", "H", "H", "H", "H", "H", "H", "H", "H"], "xyz": [[3.608, -2.824, -3.931], [2.683, -1.641, -4.109], [2.079, -1.335, -2.806], [1.174, -0.327, -2.963], [0.858, 0.594, -1.755], [0.151, 1.695, -2.344], [-0.375, 2.527, -2.986], [0.693, -0.122, -4.082], [4.057, -3.055, -4.903], [4.406, -2.592, -3.213], [3.089, -3.704, -3.550], [3.243, -0.760, -4.440], [1.915, -1.849, -4.862], [1.840, 0.811, -1.248], [-2.289, -3.944, 3.707], [-2.711, -2.639, 4.006], [-1.984, -1.543, 3.525], [-0.859, -1.755, 2.710], [0.115, -0.318, 2.160], [-0.421, 0.474, 0.639], [-0.284, -0.047, -0.759], [-1.650, -0.097, -1.499], [-2.726, 0.714, -1.119], [-3.646, 1.140, -2.123], [-3.551, 0.597, -3.399], [-2.624, -0.401, -3.702], [-1.661, -0.763, -2.733], [-0.669, 2.194, 0.957], [0.745, 2.791, 1.893], [0.504, 3.629, 2.983], [1.585, 4.067, 3.746], [2.891, 3.698, 3.415], [3.113, 2.917, 2.275], [2.045, 2.517, 1.466], [-0.527, 2.828, -0.322], [-1.854, 2.431, 1.759], [-0.127, 0.611, 3.251], [1.472, -0.806, 1.913], [-0.409, -3.057, 2.447], [-1.136, -4.158, 2.927], [-2.868, -4.800, 4.070], [-3.609, -2.467, 4.617], [-2.280, -0.523, 3.787], [0.289, -0.994, -0.682], [-2.875, 1.076, -0.094], [-4.391, 1.892, -1.877], [-4.180, 0.972, -4.209], [-2.581, -0.889, -4.665], [-0.943, -1.570, -2.914], [-0.513, 3.903, 3.248], [1.393, 4.686, 4.620], [3.729, 4.004, 4.045], [4.125, 2.609, 2.013], [2.227, 1.985, 0.532], [0.514, -3.205, 1.878], [-0.798, -5.178, 2.694]], "nbo_charge": [-0.626, -0.070, -0.526, 0.810, -0.436, 0.328, -0.332, -0.586, 0.209, 0.211, 0.214, 0.182, 0.205, 0.273, -0.219, -0.214, -0.215, -0.197, 2.132, -0.926, -0.216, -0.034, -0.184, -0.214, -0.211, -0.221, -0.193, 2.197, -0.286, -0.182, -0.219, -0.224, -0.234, -0.126, -0.971, -0.967, -0.969, -0.983, -0.226, -0.227, 0.205, 0.209, 0.251, 0.243, 0.248, 0.210, 0.199, 0.204, 0.204, 0.239, 0.202, 0.203, 0.204, 0.208, 0.238, 0.209]}

***

# 2
{"formula": "C31H69B2N5O9P", "method": "wB97M-V/def2-TZVPD", "molar_mass_g_mol": 708.517, "e_tot_ev": -69764.00221, "spin_multiplicity": 1, "gap_ev": 6.486, "total_charge": 1, "symbols": ["C", "C", "C", "O", "O", "C", "C", "C", "C", "C", "C", "C", "C", "C", "N", "C", "C", "B", "O", "O", "N", "C", "C", "C", "C", "C", "B", "O", "O", "C", "C", "C", "C", "O", "O", "C", "C", "H", "H", "H", "H", "H", "H", "H", "H", "H", "H", "H", "H", "H", "H", "H", "H", "H", "H", "H", "H", "H", "H", "H", "H", "H", "H", "H", "H", "H", "H", "H", "H", "H", "H", "H", "H", "H", "H", "H", "H", "H", "H", "H", "H", "H", "H", "H", "H", "H", "H", "H", "O", "P", "N", "C", "C", "N", "C", "C", "N", "C", "C", "H", "H", "H", "H", "H", "H", "H", "H", "H", "H", "H", "H", "H", "H", "H", "H", "H", "H"], "xyz": [[1.376, 2.021, -6.548], [1.425, 0.549, -6.882], [0.054, -0.397, -7.021], [-0.830, 0.030, -7.950], [-0.183, -1.578, -6.165], [0.274, -2.823, -6.801], [1.436, -3.633, -5.923], [1.951, -2.760, -4.636], [3.138, -3.491, -3.744], [2.841, -3.030, -2.163], [3.500, -1.552, -1.995], [3.108, -0.705, -0.664], [1.878, -1.304, 0.302], [2.632, -2.329, 1.333], [1.547, -3.023, 2.144], [1.197, 0.115, 0.888], [1.577, 0.310, 2.435], [1.358, 1.749, 3.172], [2.329, 2.852, 3.314], [0.036, 1.976, 3.857], [1.485, 1.052, -0.260], [1.034, 2.465, -0.345], [-0.241, 3.078, 0.367], [-1.453, 2.207, 0.956], [-2.391, 3.250, 1.872], [-3.965, 3.255, 1.405], [0.625, 0.512, -1.441], [1.042, 0.333, -2.842], [-0.831, 0.145, -1.323], [2.988, 0.943, -0.657], [4.174, 1.336, 0.383], [4.594, 2.903, 0.545], [6.199, 3.038, 1.001], [6.576, 4.448, 0.651], [3.305, 1.783, -1.785], [4.485, 1.530, -2.554], [5.443, 2.846, -2.889], [2.287, 2.583, -6.029], [0.416, 2.691, -6.755], [2.500, 0.079, -7.024], [-0.665, -3.535, -6.870], [0.623, -2.552, -7.887], [0.932, -4.625, -5.559], [2.325, -3.811, -6.668], [2.418, -1.742, -5.047], [1.008, -2.452, -4.014], [3.017, -4.668, -3.850], [4.221, -3.124, -4.022], [1.679, -3.095, -2.043], [3.309, -3.824, -1.435], [4.684, -1.710, -1.964], [3.305, -0.955, -2.999], [4.023, -0.993, 0.050], [1.125, -2.085, -0.198], [3.494, -1.867, 1.970], [3.127, -3.178, 0.656], [1.353, -3.917, 1.606], [0.646, -2.476, 2.027], [0.075, -0.293, 1.001], [0.889, -0.449, 3.058], [2.672, -0.021, 2.776], [3.267, 2.512, 3.484], [0.280, 2.201, 4.820], [0.902, 2.696, -1.515], [1.952, 3.174, -0.054], [0.138, 3.762, 1.274], [-0.737, 3.879, -0.372], [-2.194, 1.853, 0.089], [-1.208, 1.319, 1.668], [-2.340, 2.943, 3.001], [-1.936, 4.338, 1.798], [-4.627, 3.274, 2.387], [-4.147, 4.288, 0.847], [-4.222, 2.337, 0.724], [1.001, 1.183, -3.371], [-0.877, -0.817, -1.637], [4.077, 0.927, 1.475], [5.191, 0.821, 0.009], [4.004, 3.456, 1.423], [4.484, 3.587, -0.388], [6.260, 2.973, 2.168], [6.901, 2.304, 0.422], [5.766, 5.039, 0.666], [5.225, 0.695, -2.159], [4.143, 1.136, -3.629], [4.823, 3.812, -3.120], [6.173, 2.991, -1.958], [6.132, 2.568, -3.817], [-4.602, 0.083, 2.091], [-5.474, -1.052, 2.683], [-6.305, 0.037, 3.703], [-6.697, -0.121, 5.092], [-7.366, 0.769, 3.006], [-4.097, -1.757, 3.462], [-3.626, -1.287, 4.764], [-2.906, -1.838, 2.592], [-6.477, -2.356, 3.363], [-6.146, -3.254, 4.465], [-6.928, -3.189, 2.235], [-7.548, -0.798, 5.214], [-6.988, 0.845, 5.526], [-5.885, -0.463, 5.729], [-8.240, 0.130, 2.847], [-7.022, 1.122, 2.028], [-7.678, 1.660, 3.563], [-3.525, -0.194, 4.791], [-2.651, -1.723, 5.024], [-4.272, -1.610, 5.573], [-2.367, -0.880, 2.549], [-3.183, -2.119, 1.572], [-2.207, -2.599, 2.957], [-5.259, -3.866, 4.270], [-6.977, -3.947, 4.653], [-6.022, -2.724, 5.409], [-6.095, -3.767, 1.818], [-7.333, -2.556, 1.437], [-7.728, -3.877, 2.528]], "mulliken_charge": [-0.733, 0.022, 0.378, -0.501, -0.282, -0.381, -0.660, 0.289, -0.657, -0.397, -0.465, -0.635, -0.512, -0.410, -0.583, 0.222, -0.608, 0.775, -0.570, -0.534, 1.211, -0.186, -1.290, 0.997, -0.438, -0.829, -0.083, -0.336, -0.504, 1.041, -0.306, -1.408, -0.422, -0.538, -0.386, 0.056, -1.060, 0.247, 0.273, 0.308, 0.230, 0.339, 0.358, 0.229, -0.143, -0.053, 0.339, 0.303, 0.153, 0.280, 0.335, -0.363, 0.798, 0.354, 0.325, 0.225, 0.375, 0.149, -0.207, 0.081, 0.216, 0.342, 0.258, 0.435, -0.084, 0.417, 0.181, 0.247, -0.899, 0.219, 0.375, 0.256, 0.285, 0.217, 0.223, 0.286, 0.379, 0.541, 0.313, 0.460, 0.277, 0.308, 0.346, 0.130, 0.195, 0.258, 0.230, 0.383, -0.520, 0.664, 0.287, -0.913, -1.205, 0.225, -1.133, -1.610, -0.053, -0.916, -1.141, 0.342, 0.371, 0.196, 0.319, 0.309, 0.371, 0.276, 0.388, 0.277, 0.502, 0.410, 0.507, 0.306, 0.384, 0.244, 0.373, 0.357, 0.373]}

***

no.,HOMO energy (eV)
1,-4.55
2,-9.65